# 1
Below is 2 unconnected molecules or ions with the total composition C3H6N4, with properties calculated with wB97M-V/def2-TZVPD.

```
! RIJCOSX wB97M-V def2-TZVPD def2/J DEFGRID3
* xyz 0 1
C -0.179 0.056 0.398
C 0.673 -0.522 -0.626
C -1.274 0.761 0.072
N -3.232 -0.526 -0.101
N -4.056 -0.787 0.583
N 1.986 -0.866 -0.181
N 2.610 -0.390 0.792
H 0.023 0.108 1.408
H 0.238 -1.477 -1.016
H -1.750 1.207 0.855
H 0.938 0.118 -1.464
H 3.609 -0.817 0.788
H -1.588 0.961 -0.988
*
```

The energy relative to the best compared isomer or geometry (same formula, charge and spin) is 2.772 eV. As for the gap between HOMO and LUMO: 9.6 eV. The structure (SMILES) is [H]/N=N/CC=C.N#N.

# 2
Below is a single C3H6N4 molecule, with properties calculated with wB97M-V/def2-TZVPD.

```
! RIJCOSX wB97M-V def2-TZVPD def2/J DEFGRID3
* xyz 0 1
C 1.722 0.792 0.905
C 0.604 0.434 -0.020
C -0.741 0.141 -1.620
H 2.416 1.430 0.377
H 1.300 1.339 1.763
H 2.204 -0.126 1.242
H -1.217 0.170 -2.585
H -1.370 -0.712 2.033
H -0.532 -1.983 1.451
N 0.398 0.774 -1.275
N -1.260 -0.606 -0.660
N -0.399 -0.380 0.355
N -0.499 -0.976 1.598
*
```

The energy relative to the best compared isomer or geometry (same formula, charge and spin) is 0.942 eV. As for the gap between HOMO and LUMO: 10.6 eV. The structure (SMILES) is Cc1ncnn1N.

# 3
Below is 2 unconnected molecules or ions with the total composition C3H6N4, with properties calculated with wB97M-V/def2-TZVPD.

```
! RIJCOSX wB97M-V def2-TZVPD def2/J DEFGRID3
* xyz 0 1
C -1.110 -0.494 0.473
C 0.180 -0.955 0.038
C -2.010 0.338 -0.360
N 2.725 -0.769 -0.820
N 2.661 0.137 -0.174
N 2.842 1.203 0.267
N 0.282 0.021 0.844
H -1.452 -0.943 1.388
H 0.725 -1.601 -0.521
H -1.518 0.738 -1.125
H -2.668 1.131 0.025
H -2.786 -0.442 -0.915
H 2.130 1.635 0.879
*
```

The energy relative to the best compared isomer or geometry (same formula, charge and spin) is 5.335 eV. As for the gap between HOMO and LUMO: 11.0 eV.

# 4
Below is a molecular structure, C3H6N4, with properties calculated with wB97M-V/def2-TZVPD.

```
! RIJCOSX wB97M-V def2-TZVPD def2/J DEFGRID3
* xyz 0 1
C 0.173 -1.043 0.793
C 0.232 0.212 -0.063
C 1.509 0.960 -0.462
N -0.914 1.157 0.158
N -1.961 0.636 -0.091
N -2.059 -0.526 -0.545
N -0.217 -0.970 -0.640
H 1.015 -1.548 0.903
H -0.561 -1.109 1.540
H 2.273 1.089 0.350
H 1.272 1.950 -0.728
H 1.830 0.370 -1.189
H -2.591 -1.179 -0.026
*
```

The energy relative to the best compared isomer or geometry (same formula, charge and spin) is 5.640 eV. As for the gap between HOMO and LUMO: 10.1 eV.